A molecular structure, C32H56LiN2O22, computed with ωB97M-V with the def2-TZVPD basis set.

## Properties
LUMO energy in eV: -2.59
ΔE to the lowest compared entry with this formula, charge and spin in kcal/mol: 84.7
Charge: +1
Kohn-Sham gap in Eh: 0.342

The geometry in XYZ format:
```
113
C32H56LiN2O22 | OMol25 | ωB97M-V with the def2-TZVPD basis set
C -1.96 5.59 -2.74
C -0.70 4.68 -2.58
N -0.84 3.23 -2.91
C -1.83 2.63 -2.01
C -1.45 2.89 -4.20
C -0.74 3.60 -5.53
C 0.56 2.72 -2.83
C 1.19 2.70 -1.47
O 2.48 2.01 -1.44
C 3.19 2.10 -0.29
H -2.93 5.55 -2.27
H -2.39 5.64 -3.83
H -1.85 6.51 -2.32
H -0.64 4.71 -1.65
H 0.23 4.93 -3.22
H -2.84 2.99 -2.19
H -1.63 2.63 -0.81
H -2.01 1.53 -1.99
H -2.52 3.02 -4.37
H -1.49 1.93 -4.26
H 0.27 3.15 -5.76
H -0.39 4.67 -5.35
H -1.28 3.53 -6.39
H 1.15 3.00 -3.71
H 0.46 1.73 -2.99
H 0.78 2.19 -0.67
H 1.23 3.62 -1.30
H 2.64 1.82 0.55
H 3.64 3.02 -0.15
H 3.99 1.51 -0.44
Li -1.10 -2.55 -1.29
N -0.13 -0.63 -0.26
O -0.05 0.17 0.68
O 0.22 -1.72 -0.04
O -0.99 -0.44 -1.05
C 0.26 3.11 4.93
C 0.34 2.67 3.49
C -1.05 2.83 2.74
O -0.82 3.78 1.79
C 0.50 4.16 1.71
O 0.99 4.95 0.87
O 1.10 3.44 2.63
H 1.05 2.98 5.40
H -0.61 2.56 5.26
H 0.07 4.20 4.93
H 0.56 1.62 3.40
H -1.72 3.27 3.42
H -1.30 1.96 2.33
C -6.64 -0.32 0.29
C -5.28 0.03 1.01
C -4.19 0.62 0.15
O -4.27 1.97 0.34
C -5.03 2.20 1.43
O -5.35 3.32 1.95
O -5.52 1.05 1.95
H -6.97 0.37 -0.44
H -7.35 -0.68 0.89
H -6.33 -1.18 -0.51
H -4.90 -0.59 1.71
H -4.28 0.37 -0.82
H -3.18 0.37 0.51
C 3.66 -0.68 -5.71
C 3.30 -1.69 -4.58
C 3.40 -1.07 -3.08
O 2.30 -1.50 -2.46
C 1.42 -1.94 -3.39
O 0.22 -2.07 -3.08
O 1.85 -2.08 -4.57
H 4.51 -0.10 -5.71
H 2.83 0.09 -5.92
H 3.97 -0.94 -6.59
H 3.79 -2.65 -4.73
H 3.38 0.02 -3.07
H 4.26 -1.40 -2.61
C 1.57 -6.18 2.41
C 1.70 -6.43 0.96
C 0.41 -7.24 0.44
O -0.42 -6.28 -0.16
C 0.30 -5.17 -0.47
O -0.11 -4.35 -1.27
O 1.40 -5.17 0.18
H 0.65 -5.55 2.80
H 2.61 -5.88 2.64
H 1.27 -7.09 3.03
H 2.48 -6.89 0.67
H -0.07 -7.64 1.37
H 0.53 -8.16 -0.21
C 3.21 -0.46 2.44
C 3.16 -1.86 1.97
C 3.46 -2.14 0.46
O 4.79 -2.51 0.60
C 5.21 -2.82 1.74
O 6.26 -3.23 1.97
O 4.34 -2.49 2.58
H 3.92 0.09 2.08
H 3.07 -0.60 3.34
H 2.41 0.20 2.14
H 2.22 -2.30 2.51
H 3.31 -1.04 -0.19
H 2.67 -2.94 0.16
C -0.45 -2.97 4.11
C -1.21 -1.81 3.59
C -2.72 -1.97 3.59
O -3.32 -0.87 4.14
C -2.35 -0.06 4.51
O -2.57 1.06 5.03
O -1.21 -0.57 4.28
H 0.61 -2.65 4.21
H -0.68 -3.76 3.41
H -0.81 -3.28 5.05
H -0.86 -1.63 2.49
H -2.98 -2.83 4.05
H -3.01 -2.24 2.56
```